# 1
Molecular formula: C4H8N2O2
Method: DFT, ωB97M-V/def2-TZVPD

The geometry in ORCA input format:
```
! wB97M-V def2-TZVPD RIJCOSX def2/J DEFGRID3
* xyz 0 1
C 0.9475 -0.1388 -0.1790
C -0.7159 1.3120 -0.2098
C -1.6930 0.1070 -0.4842
C -1.0198 -1.0186 0.3647
H 2.7072 1.1986 0.8001
H 2.4295 -1.5260 0.2177
H -0.8153 1.8841 -1.1810
H -1.5427 1.5796 0.6591
H -1.5570 -0.6193 -1.5122
H -2.6467 0.6686 0.1615
H -0.7215 -0.8713 1.6470
H -1.5272 -2.0264 0.3402
N 2.1744 -0.6773 -0.2642
N 0.7092 1.0199 0.2211
O 3.0933 0.3439 -0.2040
O 0.1780 -1.2361 -0.3771
*
```

* LUMO level: 0.6 eV
* HOMO-LUMO gap: 9.79 eV
* HOMO: -9.16 eV

natural (NBO) population analysis, charges in e, atoms 1 to 2: atom 1 (C): 0.660, atom 2 (C): -0.259

---

# 2
Molecular formula: C4H10S2
Method: DFT, ωB97M-V/def2-TZVPD

The geometry in ORCA input format:
```
! wB97M-V def2-TZVPD RIJCOSX def2/J DEFGRID3
* xyz 0 1
C 1.3059 1.6278 -1.0193
S 0.7733 1.2660 0.6696
C -0.3600 -0.2452 0.4451
C 0.0294 -1.2226 -0.5754
C -0.5414 -0.8281 1.7942
S -2.1392 0.3406 -0.4168
H 1.8494 0.7038 -1.2845
H 1.8307 2.5520 -1.0934
H 0.3664 1.6524 -1.6504
H -0.0757 -0.7369 -1.5812
H 1.0923 -1.4505 -0.4311
H -0.7465 -2.0603 -0.4974
H -1.3994 -0.3555 2.3511
H 0.3301 -0.8098 2.5394
H -0.7786 -1.8777 1.6403
H -1.5369 1.4439 -0.8903
*
```

* LUMO level: 0.7 eV
* HOMO-LUMO gap: 9.35 eV
* HOMO: -8.64 eV
* structure (SMILES): CSC(C)(C)S

natural (NBO) population analysis, charges in e, atoms 1 to 2: atom 1 (C): -0.751, atom 2 (S): 0.197

---

# 3
Molecular formula: C11H12NO2
Method: DFT, ωB97M-V/def2-TZVPD

The geometry in ORCA input format:
```
! wB97M-V def2-TZVPD RIJCOSX def2/J DEFGRID3
* xyz -1 1
C 2.9824 -0.1890 -1.5159
C 0.7031 0.9249 -0.9337
C -0.1009 -0.7066 0.4157
C 1.6664 -0.1488 -0.9341
C 1.2116 -1.1382 -0.0038
C -0.8911 -1.2605 1.4406
C -0.4044 -2.4011 1.9475
C 1.7653 -2.1970 0.7498
C 0.9215 -2.8824 1.6692
N -0.2716 0.6896 -0.0034
H -0.9360 1.4549 0.5071
H 0.6666 1.7120 -1.5716
H -1.8555 -0.7631 1.6912
H 3.2085 0.5377 -2.3339
H 2.8930 -1.2707 -2.0098
H -1.0313 -2.8794 2.6370
H 2.8394 -2.3944 0.5831
H 1.2857 -3.7782 2.1717
H 3.8403 -0.0449 -0.7851
C -2.6216 2.1600 -1.1655
C -2.7372 2.7537 0.2879
O -1.6111 2.7445 0.8991
O -3.8197 3.1446 0.6974
H -3.6480 2.0796 -1.5340
H -2.2692 1.1442 -1.2067
H -1.7864 2.7088 -1.6998
*
```

* LUMO level: 3.3 eV
* HOMO-LUMO gap: 7.58 eV
* HOMO: -4.25 eV

natural (NBO) population analysis, charges in e, atoms 1 to 2: atom 1 (C): -0.625, atom 2 (C): 0.023

---

# 4
Molecular formula: C2H3NOS
Method: DFT, ωB97M-V/def2-TZVPD

The geometry in ORCA input format:
```
! wB97M-V def2-TZVPD RIJCOSX def2/J DEFGRID3
* xyz 0 3
C -1.1352 -0.7586 -0.1373
C 0.1929 -0.4692 0.0675
N -2.2281 -1.0048 -0.3875
O 0.1034 1.7670 0.5922
S 1.1984 -1.0629 -1.1958
H 0.4235 0.3280 0.8542
H -0.8874 1.9927 0.7540
H 2.3326 -0.7922 -0.5473
*
```

* LUMO level (spin up / spin down): 0.5 / -2.9 eV
* HOMO-LUMO gap (spin up / spin down): 8.71 / 7.81 eV
* expectation value of S²: 2.017
* HOMO (spin up / spin down): -8.23 / -10.71 eV

natural (NBO) population analysis, charges in e, atoms 1 to 2: atom 1 (C): 0.165, atom 2 (C): -0.423

---

Calculated E_tot (hartree), listed in the same order as above: -416.91892; -954.72860; -631.62357; -606.00639
Calculated energy relative to the best compared isomer or geometry (same formula, charge and spin) (kJ/mol), listed in the same order as above: 884.9; 144.3; 194.7; 270.9